No. 1
C5H13NO2 | the ωB97M-V functional and the def2-TZVPD basis

Structure (ORCA input):
```
! wB97M-V def2-TZVPD RIJCOSX def2/J DEFGRID3
* xyz 0 1
H 2.0818 1.9317 -3.0359
H 1.1001 -0.8258 4.0431
C 1.1827 2.4751 -2.7216
H -2.8744 -1.7468 0.3039
H 0.9455 2.8824 -3.7173
H 0.4852 -0.9528 -1.6219
H 0.1002 1.5092 0.1671
C 0.0223 1.7978 -2.0301
N -1.3516 -0.7423 -0.6050
C 0.0506 -0.4611 -0.7479
C -1.7956 -1.5856 0.3830
O 1.7882 -0.6164 4.6765
H -0.7708 2.5274 -1.8504
C 0.3961 1.0354 -0.7749
H -0.4203 1.1051 -2.7621
H 1.4872 1.0740 -0.6292
H 0.5871 -0.8940 0.0962
O -1.0613 -2.1300 1.1583
H 2.4202 -1.3507 4.6338
H 1.5524 3.2925 -2.0969
H -2.0537 -0.1403 -0.9816
*
```

The highest occupied orbital energy is -0.362 Eh. The gap between HOMO and LUMO comes out at 0.392 Ha. The value obtained for the energy relative to the best compared isomer or geometry (same formula, charge and spin) is 1.088 eV. As for the SMILES: CCCCNC=O.O.

---

No. 2
C39H86F6N5O7S2 | the ωB97M-V functional and the def2-TZVPD basis

Structure (ORCA input):
```
! wB97M-V def2-TZVPD RIJCOSX def2/J DEFGRID3
* xyz 3 1
C 7.2616 2.4898 -3.9456
H -7.0313 0.8423 1.7793
C -1.6048 -3.5980 -9.1842
C -2.5270 -8.0815 4.0017
H 1.2586 6.5966 3.6574
H 0.7885 -2.8399 -7.3801
F 0.6129 -0.3655 1.4450
H 2.7583 6.7947 6.6113
C 7.1821 2.4950 -2.3890
H 6.5072 3.1155 -4.4225
H 2.9272 4.7099 4.7221
C -5.9873 0.1564 -0.0910
O -2.0926 4.4188 -6.7214
C 7.3780 0.7514 -0.5429
C -1.6436 -5.2265 -7.2833
H -1.5977 -5.2437 -6.1944
O -1.1764 5.4397 -8.6626
H 2.1075 7.1619 8.8749
H 8.2632 2.6495 -4.3449
C -0.8629 -7.9987 5.7903
H -7.0905 4.4315 -1.2069
H -1.7947 -3.4304 6.9618
C 2.6464 6.2482 8.6245
C -6.7656 1.0238 -1.0821
H 6.9703 0.4415 2.3051
H -4.6853 0.3771 -2.5343
H 9.8973 1.3455 -0.9869
H 0.8567 4.5394 7.2733
H -5.3859 2.9390 -0.0401
H -3.2382 -7.9190 8.2302
H 0.5577 -4.3937 -6.4720
C -2.3155 -3.7260 6.0511
H 0.1775 6.1869 6.9521
H -4.3431 4.3052 -2.5134
H 3.6963 6.2783 8.9158
H 5.8294 1.0571 -4.4025
C -4.9384 2.8158 -1.0264
F 2.2938 -1.5740 0.8373
H -0.8046 4.9434 3.0039
C 0.6740 4.3513 -6.6574
C 7.6441 1.2662 2.0728
O 1.9053 -0.9063 -1.9950
C 0.4066 -3.8604 -7.4106
O 1.6296 1.1730 -0.6170
H -0.5141 -7.3034 3.8141
H -7.7773 2.6500 -2.8496
H -0.9464 -5.9944 -7.6187
H -1.2272 7.0677 5.2306
N -5.8834 1.9119 -1.9624
H -5.5629 1.5786 1.6574
C -6.7587 3.0224 -2.7412
H -0.2482 3.5442 4.5156
H 6.3491 0.4458 -0.7328
C -0.5848 4.4992 4.9191
H -3.6710 -9.1066 5.4811
C -4.9213 4.2001 -1.5953
H -6.3577 3.0336 -3.7547
H 1.0401 -4.3034 -8.1790
C -6.3860 4.3377 -2.0332
F 1.0163 5.6035 -6.3642
H 3.0816 5.1150 6.8363
H -2.7432 -2.7773 -7.1079
C -1.0114 -8.1274 4.3257
H 7.5728 3.3444 -1.8286
C 1.9123 4.3462 4.5617
H -1.4613 -4.4045 -11.0972
H 7.9635 -0.1404 -0.3190
H -2.6755 -3.5034 -9.3654
H -3.2774 -6.0152 7.1668
C -2.2883 -6.1749 6.7375
S 1.1125 -0.1393 -1.0562
H 8.4396 2.4954 0.3807
H -5.6621 0.9586 -3.9022
H -2.6782 -5.2674 -7.6239
O -0.3118 -0.0650 -1.5666
H -2.0588 -2.9420 5.3387
N -2.2420 -7.6636 6.3396
H -6.6076 -0.7338 -0.1952
H -2.9092 -9.3212 7.3119
H -0.2246 -7.1523 6.0439
C 0.9803 5.4812 6.7387
H 8.0149 -0.6414 -3.2428
C 0.6344 6.6134 4.5508
C -0.8161 6.7156 4.2845
H -0.4766 -8.9137 6.2394
H -2.7512 -8.8555 3.2677
H -2.3600 5.4415 3.7180
N 0.7483 5.2079 5.2256
H 9.7389 1.9927 -2.6917
N -1.1059 -3.8437 -7.7388
H -1.2363 -1.7837 -6.9689
F 1.5885 3.8057 -7.4755
O -1.0228 2.9917 -8.3035
H -1.2812 4.2496 5.7196
C -1.2843 5.3765 3.8817
H -2.7193 -7.2279 3.3517
H -1.1615 7.4815 3.5901
O -0.9438 -5.9496 -9.8503
H -1.5442 -8.6115 8.2593
S -1.0815 4.3120 -7.7095
H -1.4771 -2.5452 -9.4358
H 1.8372 4.4605 3.4803
H -6.4879 5.1481 -2.7551
H 2.0054 3.2854 4.7943
H -7.4846 1.6591 -0.5648
H 8.6753 0.9961 2.3002
C 2.3997 5.9101 7.1376
H -0.9668 -5.2889 5.2019
H -1.7055 -3.0283 -5.7636
C 7.5810 1.8466 0.5537
H 2.2680 5.4116 9.2119
H -7.1244 0.4476 -1.9350
H 7.2375 0.6828 -5.2238
C -5.0380 1.2632 -3.0621
C -0.8512 -4.5394 -10.2040
H -1.5804 -5.9779 7.5426
H 6.1566 2.3660 -2.0429
H 6.8383 2.6444 0.5521
H -0.6480 -9.0534 3.8803
C 7.2779 0.1195 -2.9861
H -5.7871 -0.1321 2.0743
F 0.2061 -2.1923 0.4025
H 0.1398 -4.1321 -10.4048
N 7.8484 1.1324 -1.9662
H -2.6322 -5.3110 4.7460
H -4.5384 4.9491 -0.9022
H -4.9419 -0.0383 -0.3308
H 7.4839 1.9462 2.9095
H -4.2599 1.9468 -3.4017
H -4.1570 -7.4573 5.5009
H -3.9201 2.4500 -0.8946
C 9.4103 1.2567 -1.9580
C -3.3116 -8.1016 5.2597
H 1.0306 7.4242 5.1620
C -1.6918 -2.7628 -6.8207
C 6.9030 0.9806 -4.2301
H 6.4815 -0.5301 -2.6232
C -2.4389 -8.4060 7.6716
C -6.0450 0.6480 1.3580
C -1.9712 -5.1254 5.5926
H 9.7855 0.3046 -2.3334
F 0.6160 3.6689 -5.4992
H -0.5769 -6.5942 -10.4598
C 1.0528 -1.1637 0.5148
H -3.3616 -3.6102 6.3346
*
```

The highest occupied orbital energy is -0.383 Eh. The gap between HOMO and LUMO comes out at 0.211 Ha. The value obtained for the energy relative to the best compared isomer or geometry (same formula, charge and spin) is 3.468 eV.

---

No. 3
H3O2PS4 | the ωB97M-V functional and the def2-TZVPD basis

Structure (ORCA input):
```
! wB97M-V def2-TZVPD RIJCOSX def2/J DEFGRID3
* xyz 0 1
H -2.2002 0.4960 0.1094
O -1.1142 -0.8761 -1.1061
S -2.6740 -0.6117 -0.3827
S 1.5747 0.1656 2.4602
S 1.6429 -1.1165 0.8390
O 0.8587 0.0244 -2.1090
H 0.4819 -0.3945 2.9283
P 0.0363 0.1292 -0.7058
H 1.8631 0.2192 -1.9115
S -0.4690 1.9645 -0.1218
*
```

The highest occupied orbital energy is -0.339 Eh. The gap between HOMO and LUMO comes out at 0.306 Ha. The value obtained for the energy relative to the best compared isomer or geometry (same formula, charge and spin) is 0.588 eV.